Here is C17H24N5O8SeZr as an isolated structure from the OMol25 dataset. Energies are from ωB97M-V with the def2-TZVPD basis set.

ORCA input file:
```
! RIJCOSX wB97M-V def2-TZVPD def2/J DEFGRID3
* xyz -1 1
Zr -0.75290 0.22208 0.73449
O -4.32529 0.91180 -1.29015
C -3.22246 1.07629 -0.81846
O -2.74282 0.47245 0.23497
C -2.20056 2.01263 -1.45015
N -0.85950 1.39608 -1.32344
C 0.21952 2.43567 -1.26031
C 1.55501 2.04831 -0.59491
N 1.42906 1.37123 0.72789
C 2.52092 0.35262 0.99864
C 2.21554 -1.09896 1.52290
N 2.00838 -2.23580 0.60778
C 0.71026 -2.91320 0.50760
C -0.23031 -2.72003 -0.73059
N -1.26167 -1.62222 -0.78489
C -1.43493 -0.98646 -2.12920
C -0.73990 0.37471 -2.41895
C -2.52167 -2.18421 -0.25691
C -2.43919 -2.22937 1.26382
O -3.09792 -3.01553 1.89971
O -1.58127 -1.36735 1.77395
C 2.60539 -2.03921 -0.67342
C 1.86008 -0.94442 -1.41840
O 2.20315 -0.58987 -2.54670
O 0.89915 -0.44997 -0.73707
C 1.40864 2.27274 1.89203
C 0.88655 1.41192 3.03774
O 1.39343 1.41626 4.13079
O -0.08418 0.60502 2.64738
H -2.23146 2.95796 -0.91036
H -2.46044 2.20424 -2.49188
H -0.21427 3.25369 -0.68651
H 0.43443 2.81425 -2.26592
H 2.11520 2.98340 -0.47687
H 2.12576 1.41450 -1.26398
H 3.14855 0.78597 1.77940
H 3.15456 0.29729 0.11510
H 1.40809 -1.08304 2.25576
H 3.11732 -1.31950 2.10378
H 0.16230 -2.76136 1.43503
H 0.92576 -3.98695 0.46046
H -0.78666 -3.65984 -0.79078
H 0.35946 -2.67754 -1.64324
H -2.50782 -0.86582 -2.27197
H -1.09514 -1.67190 -2.91245
H -1.24977 0.77483 -3.30304
H 0.30245 0.24175 -2.67400
H -2.70891 -3.19676 -0.62093
H -3.36926 -1.55821 -0.52151
H 2.58383 -2.95529 -1.27090
H 3.65608 -1.74727 -0.59239
H 0.72762 3.10112 1.70946
H 2.40280 2.65279 2.13728
Se -1.88366 2.91033 1.55911
C -1.39943 3.38301 3.26137
N -1.13789 3.72512 4.33388
*
```

HOMO-LUMO gap: 7.881 eV
Relative energy (zero: lowest compared OMol25 entry of this formula, charge and spin): 96.5 kJ/mol
Highest occupied orbital energy: -5.36 eV
LUMO energy: 2.52 eV
Energy: -108482.9869 eV